Entry 1:
96
Properties=species:S:1:pos:R:3 method="wB97M-V/def2-TZVPD" total_charge=+1 orbital_gap_ev=7.798 e_above_lowest_kcal_mol=88.92 lumo_ev=-1.64 energy_ha=-3630.1673 e_homo_ev=-9.44
Ca 0.08 -0.26 1.09
N 1.81 0.07 3.40
O 0.61 0.09 3.51
O 2.17 -0.06 2.27
O 2.60 0.22 4.28
C -6.34 0.94 2.84
C -5.08 1.16 1.95
C -4.29 2.41 2.33
O -2.93 1.95 2.33
C -2.99 0.62 2.22
O -1.91 -0.05 2.20
O -4.18 0.13 2.15
H -6.95 0.14 2.42
H -6.98 1.81 2.70
H -6.11 0.85 3.90
H -5.43 1.19 0.92
H -4.52 2.74 3.34
H -4.54 3.27 1.71
C 4.38 -1.86 -3.25
C 3.15 -2.61 -2.75
C 3.41 -3.85 -1.88
O 2.71 -3.57 -0.73
C 2.17 -2.36 -0.77
O 1.41 -1.87 0.07
O 2.44 -1.76 -1.90
H 4.12 -0.89 -3.68
H 4.85 -2.50 -4.00
H 5.03 -1.63 -2.41
H 2.50 -2.75 -3.62
H 4.49 -3.88 -1.74
H 3.19 -4.70 -2.53
C 2.48 -6.05 2.36
C 1.17 -5.54 2.91
C 1.23 -4.83 4.25
O 0.52 -3.62 3.97
C 0.22 -3.52 2.69
O -0.16 -2.51 2.21
O 0.61 -4.58 2.03
H 3.02 -6.81 2.92
H 3.13 -5.22 2.08
H 2.26 -6.63 1.46
H 0.47 -6.38 2.94
H 2.26 -4.67 4.56
H 0.65 -5.35 5.01
C 5.67 1.42 -1.59
C 4.72 2.14 -0.59
C 3.88 3.24 -1.30
O 2.57 2.80 -1.21
C 2.55 1.59 -0.63
O 1.56 0.91 -0.39
O 3.76 1.20 -0.33
H 6.50 2.12 -1.72
H 5.16 1.21 -2.54
H 6.05 0.50 -1.15
H 5.08 2.48 0.38
H 4.13 3.35 -2.35
H 3.93 4.17 -0.73
C -4.48 2.71 -3.43
C -3.13 2.02 -3.25
C -1.90 2.95 -3.23
O -1.12 2.38 -2.20
C -1.76 1.48 -1.49
O -1.32 0.82 -0.57
O -3.02 1.35 -1.99
H -5.09 1.84 -3.66
H -4.48 3.49 -4.19
H -4.79 3.25 -2.54
H -2.93 1.21 -3.96
H -2.07 3.96 -2.84
H -1.31 2.86 -4.14
C 2.71 5.69 1.68
C 1.68 4.98 2.55
C 0.24 5.46 2.30
O -0.42 4.31 1.97
C 0.48 3.31 1.89
O 0.13 2.18 1.59
O 1.70 3.72 2.10
H 3.66 5.18 1.60
H 2.95 6.67 2.09
H 2.26 5.77 0.69
H 1.89 5.07 3.61
H 0.06 6.29 1.61
H -0.24 5.88 3.18
C -3.85 -2.58 -3.85
C -3.75 -2.85 -2.37
C -3.13 -4.23 -2.00
O -2.32 -3.77 -0.88
C -2.09 -2.43 -0.85
O -1.36 -1.81 -0.09
O -2.86 -1.85 -1.80
H -4.14 -1.54 -4.02
H -4.50 -3.20 -4.47
H -2.88 -2.70 -4.33
H -4.68 -2.72 -1.81
H -2.48 -4.61 -2.79
H -3.92 -4.92 -1.69

=====

Entry 2:
19
Properties=species:S:1:pos:R:3 method="wB97M-V/def2-TZVPD" orbital_gap_ev=8.198 e_above_lowest_kcal_mol=127.77 lumo_ev=0.66 energy_ha=-382.0485 e_homo_ev=-7.54
C 0.35 0.90 -0.27
C 0.57 2.06 0.61
C 0.76 -1.25 1.33
C 0.48 -1.74 -0.09
C 0.42 -0.33 0.24
C 0.18 3.44 0.09
C -0.79 -2.48 -0.56
N 0.47 1.70 1.83
N 0.40 0.80 2.56
H 0.26 1.24 -1.26
H -0.04 -1.47 1.99
H 1.75 -1.27 1.79
H 1.29 -1.93 -0.75
H 0.57 3.73 -0.90
H 0.62 4.23 0.89
H -0.85 3.54 0.17
H -1.69 -1.79 -0.54
H -1.00 -3.59 -0.39
H -0.91 -2.46 -1.68

=====

Entry 3:
13
Properties=species:S:1:pos:R:3 method="wB97M-V/def2-TZVPD" orbital_gap_ev=8.532 smiles="S=C1CS1.C#CC" e_above_lowest_kcal_mol=78.88 lumo_ev=-0.25 energy_ha=-990.3393 e_homo_ev=-8.79
S 2.52 1.29 0.48
C 2.01 -0.16 0.32
C 1.34 -1.33 0.77
S 2.05 -1.46 -0.96
H 0.21 -1.38 0.87
H 1.68 -1.87 1.57
C -0.11 1.11 -1.40
C -1.11 0.92 -0.78
C -2.23 0.47 0.06
H 0.72 1.25 -2.03
H -2.74 -0.44 -0.19
H -2.78 1.40 0.35
H -1.55 0.20 0.95

=====

Entry 4:
19
Properties=species:S:1:pos:R:3 method="wB97M-V/def2-TZVPD" total_charge=-1 orbital_gap_ev=6.728 e_above_lowest_kcal_mol=50.77 lumo_ev=3.92 energy_ha=-364.7746 e_homo_ev=-2.81
C -1.87 -1.51 0.01
C -0.52 -1.13 0.60
C -0.21 0.37 0.55
C 0.40 0.70 -0.81
O 1.66 0.25 -0.90
N -0.32 -1.82 1.95
H -1.64 -2.36 -0.74
H -2.76 -1.78 0.72
H -2.14 -0.69 -0.65
H 0.29 -1.57 0.08
H -1.06 1.07 0.74
H 0.58 0.54 1.34
H -0.40 0.12 -1.65
H 0.09 1.88 -1.05
H -0.94 -1.24 2.55
H -0.84 -2.74 1.80
H 2.86 3.62 -2.10
H 3.24 2.84 -0.83
O 3.59 3.46 -1.60